Entry 1:
DFT (the ωB97M-V functional and the def2-TZVPD basis) results for a structure of composition C25H19Br2ClN5O5S4V.

Geometry as XYZ:
```
62
Properties=species:S:1:pos:R:3:lowdin_charge:R:1
V -0.41811 0.13722 -1.45960 0.56
O 3.23385 0.69771 -0.94910 -0.25
Cl 2.20452 -0.18990 -0.56817 0.72
O 2.65982 -1.26350 0.23296 -0.25
O 1.12384 0.54535 0.12126 -0.40
O 1.50087 -0.71063 -1.76269 -0.42
C 0.21429 -3.35701 -0.86303 -0.02
C -0.69901 -2.68082 0.11214 -0.29
C -1.18248 -3.42577 1.21196 0.01
C -1.94472 -2.83639 2.17107 0.01
C -2.25786 -1.46073 2.06678 -0.18
C -2.98692 -0.71404 3.02096 -0.62
Br -3.65236 -1.55240 4.58213 0.79
C -3.20683 0.62138 2.84759 -0.16
C -2.72868 1.26516 1.69552 -0.58
Br -3.02082 3.11869 1.46964 0.80
C -2.05288 0.58598 0.70713 -0.37
O -1.59983 1.16499 -0.39129 -0.27
C -1.78999 -0.79533 0.92360 -0.12
N -1.02664 -1.40949 -0.04016 0.08
H -0.12460 -4.37639 -1.05380 0.09
H 1.21455 -3.41087 -0.42647 0.10
H 0.29650 -2.80916 -1.79613 0.05
H -0.93063 -4.47639 1.26592 0.13
H -2.30888 -3.40292 3.01687 0.09
H -3.74592 1.19136 3.59027 0.10
N 0.30855 3.46711 -0.32460 0.14
C -0.24146 3.35692 -1.53827 -0.77
S 0.32718 2.20450 -2.67828 0.73
N -1.17807 4.26336 -1.82985 0.08
C -2.03512 4.28666 -2.97176 -0.26
C -2.80226 3.18064 -3.30290 -0.04
C -3.64714 3.24232 -4.39880 -0.06
C -3.74511 4.41073 -5.14450 -0.08
C -2.99503 5.52161 -4.78882 -0.08
C -2.13385 5.46021 -3.70285 -0.02
H 0.97868 2.75641 -0.06628 0.08
H -0.23681 3.86626 0.42543 0.09
H -1.25915 5.04959 -1.20140 0.15
H -2.74569 2.28383 -2.69984 0.07
H -4.23817 2.37465 -4.66116 0.11
H -4.41002 4.45592 -5.99723 0.10
H -3.06935 6.43650 -5.36180 0.10
H -1.52635 6.31600 -3.43177 0.11
S -3.02111 -5.93206 -1.94485 0.59
C -2.55907 -4.49630 -2.61395 -1.12
S -3.20171 -2.95132 -2.12621 1.00
C -2.01865 -2.12809 -3.11525 -1.05
N -1.28548 -2.92375 -3.80427 0.03
N -1.60283 -4.23917 -3.54958 -0.15
C -0.77588 -5.22235 -4.18561 -0.22
C -1.33451 -6.36995 -4.72370 -0.04
C -0.50899 -7.29733 -5.34062 -0.07
C 0.85834 -7.07596 -5.42545 -0.09
C 1.40368 -5.91563 -4.89599 -0.08
C 0.58877 -4.98267 -4.27315 -0.02
S -1.90108 -0.38873 -3.19207 0.63
H -2.39943 -6.53626 -4.65632 0.09
H -0.94107 -8.19586 -5.76110 0.11
H 1.49695 -7.80342 -5.90954 0.10
H 2.46792 -5.73177 -4.96644 0.11
H 0.99955 -4.06711 -3.87136 0.11
```

ΔE to the lowest compared entry with this formula, charge and spin: 9.1 kcal/mol
Multiplicity: 3
Total energy: -265554.6067 eV
LUMO (alpha / beta): -1.047 / -0.695 eV



Entry 2:
DFT (the ωB97M-V functional and the def2-TZVPD basis) results for a structure of composition C28H40N4O7PS2Zr at a distorted geometry.

Geometry as XYZ:
```
83
Properties=species:S:1:pos:R:3:lowdin_charge:R:1
Zr 0.13129 -0.26368 0.10176 1.64
C -1.78719 2.24225 2.11578 -0.09
C -0.70168 2.69958 1.14568 -0.50
C -1.25626 2.95643 -0.25706 -0.10
C 0.46738 1.68715 1.11659 -0.29
H -2.66679 2.88885 2.07315 0.08
H -1.41523 2.24562 3.14108 0.09
H -2.10282 1.21299 1.91740 0.03
H -0.32631 3.65772 1.51406 0.13
H -1.53754 2.02621 -0.76789 0.02
H -0.51439 3.45561 -0.88491 0.07
H -2.14610 3.58798 -0.22961 0.09
H 0.69952 1.41277 2.15664 0.06
H 1.37166 2.17215 0.74274 0.05
C 7.25934 1.09932 -6.59775 -0.10
C 6.20820 0.38278 -5.75313 -0.30
S 4.66804 1.24406 -5.87987 0.63
O 4.71104 2.41193 -5.03011 -0.31
O 4.30780 1.37326 -7.26774 -0.28
C 3.49638 0.13835 -5.12098 -0.21
C 2.14556 0.85293 -5.16114 -0.12
N 1.22605 0.30767 -4.15040 0.07
C 1.09669 0.81770 -2.92214 -0.31
N 0.24627 0.07564 -2.19833 -0.01
C -0.15491 -0.96983 -3.00139 -0.04
C 0.44453 -0.83163 -4.19588 -0.11
N 0.30463 -1.70219 -5.33469 -0.32
O -0.60565 -2.49729 -5.28618 0.13
O 1.02487 -1.49312 -6.29214 0.11
C 1.79980 2.04226 -2.45764 0.04
H 8.20895 0.57481 -6.51138 0.08
H 7.40130 2.12495 -6.25783 0.09
H 6.96542 1.11899 -7.64543 0.08
H 6.45744 0.37632 -4.69071 0.11
H 6.01886 -0.63520 -6.10115 0.11
H 3.84253 -0.01288 -4.09493 0.10
H 3.47662 -0.80240 -5.66941 0.11
H 1.69259 0.77086 -6.14111 0.13
H 2.27382 1.90639 -4.92835 0.12
H -0.80578 -1.76198 -2.68138 0.10
H 1.33021 2.93446 -2.87756 0.11
H 2.84821 2.03784 -2.75957 0.10
H 1.75339 2.09457 -1.37552 0.06
O -1.40246 -0.89946 3.53269 0.12
C -0.91219 -1.77726 2.88499 -0.49
N -0.00128 -1.57781 1.81903 -0.21
S 0.19903 -2.95193 0.94539 0.64
O 1.54556 -3.37409 0.76616 -0.23
O -0.50528 -2.60079 -0.31489 -0.44
C -0.68983 -4.01024 2.00913 -0.23
C -0.79583 -5.38633 1.97512 -0.01
C -1.49331 -5.98037 3.01914 -0.04
C -2.04251 -5.21294 4.04626 -0.03
C -1.90613 -3.82960 4.06527 0.02
C -1.21425 -3.23447 3.03225 -0.15
H -0.35491 -5.97346 1.17900 0.13
H -1.59832 -7.05705 3.03779 0.12
H -2.57385 -5.70525 4.85104 0.12
H -2.31443 -3.22673 4.86625 0.13
C 5.08139 -1.06106 0.25325 -0.07
C 4.33092 -0.72541 1.37391 -0.07
C 2.97815 -0.45869 1.24590 -0.14
C 2.32609 -0.52250 0.00091 -0.31
C 3.10706 -0.89006 -1.10134 -0.14
C 4.46447 -1.14825 -0.98811 -0.08
H 6.13962 -1.26869 0.35036 0.11
H 4.80084 -0.67963 2.34843 0.11
H 2.42004 -0.22586 2.14349 0.09
H 2.65008 -1.01938 -2.07833 0.08
H 5.04040 -1.43633 -1.85984 0.10
C -3.95535 0.74281 -0.44264 -0.26
P -2.78426 -0.65023 -0.29335 0.77
C -3.57337 -1.63185 1.02640 -0.24
C -3.25643 -1.62923 -1.76353 -0.27
H -4.96174 0.34934 -0.59892 0.06
H -3.68752 1.37857 -1.28805 0.05
H -3.94395 1.35098 0.46004 0.04
H -4.61560 -1.79636 0.75249 0.06
H -3.52561 -1.10714 1.98191 0.05
H -3.08027 -2.59960 1.13050 0.04
H -4.32862 -1.81951 -1.72106 0.06
H -2.72840 -2.58278 -1.77474 0.04
H -3.03703 -1.08662 -2.68286 0.05
```

ΔE to the lowest compared entry with this formula, charge and spin: 21.6 kcal/mol
Total energy: -82209.9802 eV
Charge: +1
LUMO: -3.368 eV



Entry 3:
DFT (the ωB97M-V functional and the def2-TZVPD basis) results for a cluster of 3 separate species, C33H65ClN3O12P in total at a distorted geometry.

Geometry as XYZ:
```
115
Properties=species:S:1:pos:R:3:lowdin_charge:R:1
C -1.79703 7.21184 -2.50602 -0.02
C -0.78830 6.59842 -3.61005 -0.40
O 0.44592 6.76439 -3.39547 0.02
N -1.24593 5.88133 -4.82330 -0.02
C -0.46756 4.60303 -4.97281 -0.20
C -1.36276 3.40192 -5.61446 -0.16
C -2.93553 3.60134 -5.24744 -0.19
C -3.66846 2.15870 -5.08946 -0.13
C -5.25139 2.25627 -4.87535 -0.16
C -5.83880 1.01628 -5.70189 -0.33
O -5.62630 0.59872 -6.85463 0.06
N -6.82472 0.43986 -4.74188 0.11
C -7.30238 1.50896 -3.79393 -0.29
N -8.01281 0.72359 -2.74726 0.05
C -9.29004 0.18106 -3.32800 -0.36
C -10.29746 1.08320 -4.21812 -0.02
O -9.61409 -1.01967 -3.17941 0.08
C -8.31132 1.50396 -1.52472 -0.38
C -9.51603 2.55451 -1.35693 -0.04
O -7.60280 1.31631 -0.49884 0.05
C -5.88387 2.23551 -3.40159 -0.48
O -5.25188 1.51268 -2.34234 -0.12
C -4.14966 2.22820 -1.75494 -0.20
C -2.99796 1.24690 -1.14196 -0.29
C -1.70493 2.15366 -0.96518 -0.08
C -2.88362 -0.11210 -1.94209 -0.15
C -1.45500 -0.78731 -2.12345 -0.39
C -0.59620 -0.93331 -0.74530 -0.09
C -0.57839 -0.24401 -3.35555 -0.10
P -6.44436 4.04055 -3.16170 0.74
O -5.18584 5.13858 -3.63798 -0.37
Cl -6.72337 4.49897 -1.09718 0.25
H -1.29838 8.16772 -2.13700 0.09
H -1.95843 6.44356 -1.68033 0.08
H -2.76238 7.48287 -3.06818 0.08
H -1.09340 6.50499 -5.63602 0.13
H -0.12743 4.29888 -3.91835 0.12
H 0.46517 4.82891 -5.59503 0.12
H -1.01033 2.45230 -5.06085 0.09
H -1.21346 3.31599 -6.74568 0.11
H -3.45839 4.26840 -6.00523 0.12
H -2.92798 4.04108 -4.18236 0.08
H -3.10145 1.61814 -4.26410 0.09
H -3.42585 1.59356 -6.06545 0.13
H -5.75390 3.16449 -5.35463 0.14
H -7.53308 0.11155 -5.43353 0.14
H -7.86083 2.30751 -4.38879 0.12
H -11.34142 0.95108 -3.76714 0.10
H -10.25607 0.83398 -5.32808 0.09
H -10.03606 2.20031 -4.10055 0.06
H -9.30555 3.23282 -0.45065 0.08
H -9.50785 3.24466 -2.26675 0.07
H -10.48386 1.97199 -1.21585 0.10
H -4.44926 2.90297 -0.86583 0.11
H -3.59816 2.92596 -2.48348 0.10
H -3.38277 1.00056 -0.08075 0.14
H -1.00231 2.22323 -1.85351 0.07
H -2.07274 3.23457 -0.76903 0.08
H -1.17919 1.84969 0.01527 0.09
H -3.53898 -0.88651 -1.38693 0.13
H -3.35887 -0.05902 -2.99489 0.11
H -1.67356 -1.89040 -2.40368 0.13
H 0.09999 -0.02426 -0.70964 0.06
H 0.09763 -1.84970 -0.77182 0.08
H -1.25911 -0.91981 0.17924 0.08
H -1.15051 -0.55849 -4.31116 0.08
H 0.44156 -0.77640 -3.44808 0.09
H -0.47587 0.88618 -3.41228 0.04
H -4.51470 5.19832 -2.91157 0.03
C 3.73426 -3.08605 5.32378 -0.10
O 4.24252 -2.78184 4.03833 -0.23
C 3.65481 -3.57799 3.01425 -0.19
C 3.63868 -2.82251 1.69137 -0.17
O 2.61853 -1.82572 1.61385 -0.14
C 2.81665 -0.65507 2.40860 -0.17
C 3.92911 0.25132 1.89251 -0.19
O 5.20551 -0.27707 2.24044 -0.21
C 6.20972 0.07590 1.30802 -0.11
H 4.01560 -4.10237 5.61545 0.09
H 4.16155 -2.37759 6.03470 0.09
H 2.64493 -2.97589 5.34495 0.09
H 2.62851 -3.85940 3.28328 0.13
H 4.26223 -4.48536 2.91288 0.12
H 3.40204 -3.53907 0.89954 0.13
H 4.61691 -2.40225 1.45116 0.12
H 2.95474 -0.91261 3.45844 0.12
H 1.87617 -0.09968 2.34252 0.12
H 3.84454 1.23828 2.36302 0.13
H 3.83373 0.36148 0.80717 0.13
H 5.93655 -0.26133 0.30234 0.09
H 7.13326 -0.42873 1.59657 0.09
H 6.37575 1.15701 1.31381 0.09
C 7.73273 -6.22697 9.70906 -0.11
O 8.21652 -5.42845 8.64675 -0.21
C 9.58640 -5.68216 8.35156 -0.20
C 9.87815 -5.40960 6.88104 -0.17
O 9.41598 -6.43947 6.00516 -0.13
C 8.00197 -6.52878 5.82119 -0.17
C 7.42102 -5.38479 4.99693 -0.19
O 7.30680 -4.20729 5.78834 -0.21
C 7.42369 -3.02409 5.01776 -0.10
H 8.23551 -5.96403 10.64474 0.09
H 6.66251 -6.04276 9.81265 0.09
H 7.87643 -7.29039 9.49042 0.09
H 9.84677 -6.72270 8.58534 0.13
H 10.18740 -5.01130 8.97664 0.13
H 10.96436 -5.38938 6.75387 0.13
H 9.50771 -4.43210 6.56742 0.12
H 7.48887 -6.64511 6.77555 0.12
H 7.84209 -7.45638 5.26326 0.13
H 6.41151 -5.65213 4.66067 0.12
H 8.05589 -5.20833 4.12228 0.13
H 8.37655 -3.01021 4.47674 0.09
H 7.40748 -2.17159 5.69899 0.09
H 6.58805 -2.93946 4.31852 0.07
```

SMILES: CC(=O)NCCCC[C@H]1C(=O)N[C@@H](N(C(C)=O)C(C)=O)[C@]1(OC[C@H](C)CC(C)C)P(O)Cl.COCCOCCOC.COCCOCCOC
Total energy: -86117.9480 eV
LUMO: 0.034 eV